Formula: C39H80Br3O36PSi2
Source: the OMol25 dataset
Level of theory: ωB97M-V with the def2-TZVPD basis set

Structure (XYZ):
```
161
Properties=species:S:1:pos:R:3:mulliken_charge:R:1
C 0.86 -0.28 2.41 -1.965
C 1.64 0.52 1.38 1.214
O 1.91 1.83 1.90 -0.476
C 0.83 0.70 0.09 -0.820
Si 1.73 0.65 -1.55 -0.892
C 2.90 -0.80 -1.56 -0.597
C 2.15 -2.13 -1.25 -0.183
C 3.02 -2.94 -0.33 0.063
O 4.04 -3.51 -0.68 -0.593
O 2.59 -2.97 0.97 -0.353
O 0.58 0.25 -2.70 -0.206
Si -0.58 1.23 -3.31 0.351
Br -2.14 1.71 -1.79 -0.264
P -1.69 0.20 -5.00 -0.074
O -2.87 1.30 -5.28 -0.462
O -2.47 -1.00 -4.20 -0.119
C 2.60 2.28 -2.04 -0.631
Br 1.80 3.76 -1.06 -0.091
C 4.12 2.34 -1.90 0.279
C 4.85 1.43 -2.90 -1.435
Br 4.74 2.03 -0.09 -0.067
H 0.59 -1.27 2.04 0.389
H 1.47 -0.42 3.31 0.494
H -0.04 0.26 2.71 0.483
H 2.60 0.02 1.21 -0.187
H 1.99 1.77 2.86 0.327
H 0.27 1.64 0.20 0.800
H 0.09 -0.10 0.03 0.399
H 3.33 -0.89 -2.56 0.831
H 3.71 -0.64 -0.85 0.379
H 2.05 -2.71 -2.17 0.394
H 1.17 -1.97 -0.80 0.301
H 3.28 -2.61 1.56 0.220
H 0.04 2.45 -3.86 -0.197
H -3.53 1.31 -4.57 0.317
H -2.86 -0.68 -3.37 0.230
H 2.41 2.55 -3.08 0.671
H 4.41 3.37 -2.12 0.619
H 4.16 1.13 -3.69 0.377
H 5.20 0.51 -2.43 0.348
H 5.69 1.96 -3.35 0.311
C 6.19 -3.52 2.03 -0.637
O 5.45 -2.72 2.96 -0.227
C 6.18 -2.16 3.92 0.723
O 7.37 -2.28 4.07 -0.555
O 5.37 -1.43 4.69 -0.289
C 6.03 -0.74 5.76 -0.610
H 5.46 -3.89 1.32 0.174
H 6.93 -2.91 1.51 0.317
H 6.68 -4.36 2.52 0.321
H 6.76 -0.04 5.36 0.269
H 6.51 -1.45 6.42 0.307
H 5.25 -0.21 6.28 0.213
C 5.78 4.64 2.55 -0.441
O 7.08 5.04 3.01 -0.365
C 7.74 4.10 3.66 0.736
O 7.35 2.98 3.90 -0.564
O 8.93 4.59 4.02 -0.250
C 9.75 3.67 4.74 -0.638
H 5.35 5.50 2.05 0.239
H 5.86 3.81 1.86 0.058
H 5.15 4.36 3.39 0.292
H 9.96 2.79 4.13 0.298
H 9.27 3.37 5.67 0.291
H 10.67 4.19 4.96 0.187
C -3.65 -1.03 6.37 -0.615
O -2.66 -1.50 5.44 -0.335
C -3.07 -2.45 4.62 0.680
O -4.17 -2.94 4.59 -0.503
O -2.05 -2.77 3.82 -0.262
C -2.35 -3.79 2.86 -0.623
H -3.17 -0.27 6.96 0.266
H -4.50 -0.61 5.84 0.260
H -3.99 -1.85 7.01 0.324
H -3.16 -3.47 2.20 0.302
H -2.63 -4.72 3.36 0.273
H -1.44 -3.94 2.29 0.185
C 3.56 6.84 -5.31 -0.603
O 4.89 7.18 -4.89 -0.335
C 5.46 6.27 -4.10 0.828
O 4.96 5.24 -3.74 -0.549
O 6.67 6.70 -3.78 -0.326
C 7.40 5.82 -2.92 -0.568
H 3.23 7.67 -5.93 0.216
H 3.56 5.92 -5.88 0.272
H 2.90 6.73 -4.45 0.287
H 7.55 4.85 -3.40 0.277
H 6.88 5.68 -1.98 0.256
H 8.36 6.30 -2.75 0.221
C 11.45 6.87 3.69 -0.197
O 12.01 7.16 4.98 -0.268
C 12.73 8.28 5.03 0.781
O 12.93 9.03 4.11 -0.539
O 13.18 8.43 6.27 -0.318
C 13.98 9.60 6.46 -0.635
H 10.89 5.95 3.80 -0.189
H 10.77 7.66 3.38 0.309
H 12.23 6.75 2.95 0.318
H 13.40 10.50 6.25 0.294
H 14.86 9.58 5.82 0.295
H 14.28 9.59 7.51 0.215
C -5.63 -1.35 -5.60 -0.592
O -6.48 -1.51 -4.45 -0.352
C -5.97 -1.08 -3.31 0.824
O -4.87 -0.60 -3.17 -0.583
O -6.84 -1.30 -2.34 -0.346
C -6.37 -0.93 -1.03 -0.733
H -6.18 -1.75 -6.44 0.264
H -5.41 -0.30 -5.77 0.299
H -4.70 -1.91 -5.47 0.253
H -6.17 0.13 -0.98 0.378
H -5.46 -1.49 -0.80 0.295
H -7.16 -1.21 -0.34 0.220
C -3.72 -5.32 -4.92 -0.646
O -5.11 -5.68 -4.99 -0.350
C -5.55 -6.37 -3.95 0.838
O -4.91 -6.69 -2.98 -0.548
O -6.84 -6.64 -4.15 -0.339
C -7.46 -7.38 -3.09 -0.296
H -3.50 -4.77 -5.83 0.201
H -3.54 -4.69 -4.05 0.286
H -3.09 -6.21 -4.87 0.341
H -7.41 -6.83 -2.15 0.227
H -6.97 -8.35 -2.97 0.318
H -8.49 -7.52 -3.39 0.220
C -6.85 -4.61 -1.33 -0.155
O -6.71 -4.73 0.09 -0.347
C -7.66 -5.45 0.68 0.792
O -8.61 -5.95 0.14 -0.583
O -7.37 -5.54 1.98 -0.243
C -8.32 -6.28 2.75 -0.776
H -6.02 -4.00 -1.66 0.069
H -6.79 -5.59 -1.79 -0.262
H -7.79 -4.13 -1.59 0.351
H -8.39 -7.30 2.39 0.374
H -9.30 -5.80 2.71 0.330
H -7.95 -6.26 3.77 0.203
C -9.20 0.41 -6.73 -0.491
O -8.26 0.63 -7.79 -0.190
C -8.79 1.18 -8.88 0.733
O -9.94 1.50 -9.02 -0.544
O -7.82 1.33 -9.78 -0.307
C -8.25 1.93 -11.01 -0.643
H -8.64 -0.05 -5.92 0.012
H -9.63 1.35 -6.39 0.316
H -9.99 -0.27 -7.05 0.323
H -8.64 2.92 -10.83 0.296
H -9.01 1.31 -11.49 0.294
H -7.36 1.98 -11.63 0.216
C -6.50 -3.21 4.02 -0.611
O -7.28 -3.52 5.18 -0.346
C -6.66 -3.30 6.34 0.758
O -5.54 -2.89 6.47 -0.489
O -7.49 -3.63 7.33 -0.373
C -6.94 -3.44 8.64 -0.613
H -7.13 -3.44 3.17 0.183
H -6.23 -2.16 4.01 0.320
H -5.61 -3.83 3.98 0.414
H -6.68 -2.40 8.80 0.273
H -6.06 -4.07 8.77 0.277
H -7.72 -3.75 9.33 0.236
```

Properties
HOMO: -0.314 Ha
M: 1451.89 g mol⁻¹
E: -12885.31924 Ha